[1]
Below is an isolated molecule of C2H3FO2, with properties calculated with the ωB97M-V functional and the def2-TZVPD basis.

XYZ file:
```
8
Properties=species:S:1:pos:R:3:forces:R:3
F -0.264319 0.900598 -1.854263 0.2 -0.9 0.8
O 1.476582 -0.064209 -0.831616 -0.8 -0.4 -1.0
O 0.170690 -0.715707 1.324578 1.5 -1.7 -1.7
C -0.483120 0.101304 0.396503 0.2 -0.4 1.1
C 0.316308 0.208580 -0.826361 1.9 2.2 -0.4
H -1.430021 -0.236202 0.131830 -2.0 -0.9 -0.3
H 0.826785 -1.199794 0.718382 -0.9 0.6 1.9
H -0.612907 1.005431 0.940946 -0.1 1.5 -0.3
```
Forces are in eV/Å.

LUMO level: 0.0201 Eh
ΔE to the lowest compared entry with this formula, charge and spin: 9.90 kcal per mole
DFT total energy: -8934.5663 eV
2S+1: 1

[2]
Below is a cluster of 11 separate species, C25H72O11 in total, with properties calculated with the ωB97M-V functional and the def2-TZVPD basis.

XYZ file:
```
108
Properties=species:S:1:pos:R:3:forces:R:3
O -2.661198 -5.036389 -4.338186 -0.9 -0.2 -0.1
O -4.315048 2.526221 -1.234826 0.9 0.0 -0.1
O -5.319408 -4.881109 4.445084 -0.6 0.1 0.2
O -0.069248 4.937381 -7.704756 0.1 0.8 0.4
O 2.503772 0.119001 7.553274 -0.1 -2.3 -0.1
O -0.887088 -4.315959 4.450034 0.7 0.1 0.7
O -0.018598 0.905281 -0.844156 0.5 1.0 -0.7
O 4.196162 1.872551 -2.162296 -0.5 -2.7 -1.4
O 0.618302 -6.603199 1.159664 0.4 0.0 0.9
O -0.006398 7.147791 1.837904 -0.3 -0.4 -0.7
O 6.732252 -2.018619 -2.630656 0.6 1.1 -0.3
C 0.111722 3.059411 -6.454376 -0.2 0.1 0.4
C -1.548088 -4.283769 -4.735276 0.6 1.3 0.9
C -7.621398 -4.099859 4.317064 0.8 0.0 -0.9
C -5.890538 4.240841 -1.673236 0.0 0.7 0.4
C -5.721908 -2.835939 3.197544 -0.8 -0.5 1.1
C -6.147018 -3.707939 4.439814 0.4 0.1 -1.3
C 3.572222 2.205061 7.721004 0.4 0.4 -0.5
C 0.166022 -3.901089 5.333624 0.0 0.7 0.2
C -4.858388 3.708691 -0.649126 -0.4 -0.4 -1.0
C -0.045438 5.819141 1.289174 -0.1 -0.3 1.0
C 4.932752 3.100991 -0.416836 1.5 0.9 1.8
C -1.836698 4.571691 -6.133826 -0.9 0.4 0.5
C 4.458482 4.142291 -2.690296 0.6 0.5 0.1
C 2.256312 1.469621 5.615104 0.2 -0.7 0.1
C 6.728362 -3.131609 -1.790446 -1.8 -1.7 -0.5
C 5.299622 -3.749499 -1.867756 0.5 -0.9 -0.2
C 7.784942 -4.049399 -2.364446 0.4 -0.3 0.1
C -0.543578 -1.178299 0.138294 0.0 -0.8 0.3
C 0.163732 -6.633339 -0.165506 -0.5 0.0 -0.2
C -0.364928 4.491121 -6.364626 -0.1 -0.7 -1.5
C -5.395058 3.360441 0.694464 -0.9 -0.1 1.1
C 5.012372 2.946541 -1.882926 -1.4 0.9 -0.8
C 0.163092 0.141991 0.312174 0.0 -0.4 0.0
C 2.400382 1.418151 7.140074 0.2 2.4 -0.1
C -1.835778 -2.769979 -4.560156 -0.3 -0.3 -1.0
H 3.934092 3.170161 0.014444 -0.2 0.5 -0.5
H -2.097618 4.041471 -5.217926 -0.2 -0.1 0.0
H -0.271418 2.471571 -5.620256 0.6 0.0 0.3
H -4.025788 4.387951 -0.466166 0.1 0.1 -0.6
H -6.091268 -3.179439 5.391494 0.6 0.2 0.1
H -0.106638 -7.645949 -0.464856 0.1 0.0 -0.2
H -4.669928 -2.551449 3.174734 0.0 0.0 0.2
H -1.033668 5.395131 1.467284 -0.1 -0.1 -0.2
H -5.888708 4.210621 1.165224 -0.1 0.1 0.0
H -2.541688 -2.453059 -5.327856 -0.4 -0.2 0.0
H 1.534482 1.890731 7.603724 -0.6 0.0 -0.2
H 0.882962 -4.656919 5.654274 -0.3 -0.5 -0.3
H -2.206848 5.588431 -6.002226 0.2 0.3 0.1
H -0.473828 -4.642969 3.647614 0.0 -0.1 -0.1
H 0.643382 5.219801 1.884514 0.2 -0.3 -0.3
H -0.324708 2.600021 -7.341266 0.1 0.1 -0.1
H 5.561942 3.947341 -0.141286 -0.3 0.4 0.4
H -0.730998 -4.570119 -4.073116 0.4 0.2 -0.1
H 2.551442 0.047321 8.509414 0.0 0.2 0.0
H -5.944688 -3.451239 2.325844 0.1 0.1 -0.1
H 7.943042 -4.976839 -1.814036 -0.1 0.2 0.4
H 0.748822 -7.495719 1.488244 0.0 0.1 -0.1
H 1.231642 0.013931 0.485064 0.1 -0.1 -0.4
H -6.115148 2.544011 0.639714 -0.3 0.0 -0.2
H -0.154058 0.696451 1.195404 -0.4 -0.1 0.2
H 3.369742 4.188771 -2.714196 -0.1 -0.1 0.6
H -5.010368 1.866131 -1.283856 -0.1 0.0 0.0
H -0.979128 -2.141079 -4.802496 0.4 -0.3 0.3
H 8.711612 -3.475509 -2.361156 0.2 -0.2 -0.2
H 0.180362 5.048681 -5.603116 0.2 0.1 0.0
H -0.496168 5.788761 -7.825086 0.0 0.2 -0.1
H -2.406548 4.188611 -6.980366 0.2 -0.4 0.0
H 4.515852 1.693881 7.530314 0.0 -0.2 0.1
H -6.717908 3.545241 -1.813596 0.1 -0.3 0.0
H -1.238288 -4.479319 -5.761866 -0.1 0.0 -0.2
H 3.415242 2.339021 8.791294 0.2 -0.1 0.1
H -7.847548 -4.299199 3.269584 0.0 -0.1 -0.1
H 0.765232 -3.082799 4.934304 0.0 0.1 -0.4
H 5.973372 -1.450069 -2.480786 -0.1 0.0 0.2
H -0.334378 -1.699899 -0.795656 0.5 0.4 -0.2
H 6.018612 2.724211 -2.238106 0.0 -0.2 0.2
H 4.513892 -3.008849 -1.718806 0.0 0.0 0.2
H -0.783248 7.154351 2.401874 0.1 0.5 0.1
H 4.858662 5.070611 -2.282656 -0.1 0.2 -0.1
H 6.951752 -2.928149 -0.743156 0.2 0.4 0.1
H -0.741788 -6.028159 -0.208876 0.0 0.1 -0.2
H 1.194352 3.129731 -6.559606 0.0 -0.7 0.2
H -2.389038 -5.950779 -4.231306 -0.1 0.0 0.0
H -0.943548 1.147291 -0.930766 -0.1 0.0 0.0
H -5.442488 4.455071 -2.643516 0.3 -0.4 0.1
H -7.816928 -5.034979 4.841864 -0.3 0.4 0.5
H -2.259678 -2.454899 -3.606666 0.2 -0.4 0.1
H -4.430788 -4.627039 4.185464 0.1 0.0 0.1
H 0.908852 -6.214379 -0.841796 0.0 -0.1 -0.1
H -1.628118 -1.070279 0.124554 -0.1 0.1 0.4
H -6.341878 -1.940079 3.163314 0.1 0.1 -0.1
H 5.136732 -4.635879 -1.254646 0.1 0.4 0.9
H 3.314962 2.009151 -1.806736 0.0 0.2 0.0
H 3.707002 3.202881 7.303534 -0.3 0.1 -0.1
H 4.697262 4.111371 -3.753376 0.4 -0.3 0.1
H 3.067912 0.922951 5.134944 0.3 0.0 0.1
H 5.125452 -4.247439 -2.821596 0.2 0.7 -0.6
H -4.652198 2.989121 1.400424 0.4 0.2 -0.2
H -0.218068 -1.883439 0.903094 -0.4 0.0 0.3
H 5.368562 2.284281 0.158634 0.2 -0.4 -0.5
H 0.172002 5.709471 0.226724 0.2 0.6 0.1
H 2.247302 2.469651 5.181554 -0.1 0.1 0.4
H 7.565682 -4.386109 -3.377676 -0.2 0.4 -0.1
H -6.376638 5.181421 -1.414156 0.1 0.1 0.5
H 1.360822 0.928621 5.309274 -0.2 0.2 0.1
H -8.196608 -3.214869 4.589164 -0.4 -0.4 0.4
H -0.259438 -3.485579 6.247104 -0.4 -0.2 -0.1
```
Forces are in eV/Å.

LUMO level: 0.0059 Eh
ΔE to the lowest compared entry with this formula, charge and spin: 78.52 kcal per mole
DFT total energy: -49610.6388 eV
2S+1: 1